Record 1
Molecular formula: C14H46BHgO18P4
Method: DFT, ωB97M-V with the def2-TZVPD basis set

The geometry in XYZ format:
```
84
Properties=species:S:1:pos:R:3:lowdin_charge:R:1
H -0.126 2.800 -6.246 0.0879
O -2.270 -0.573 1.778 -0.3061
H 1.873 1.470 -1.197 0.0706
H -0.889 -1.834 -0.374 -0.0362
C 5.360 -0.823 1.594 -0.0905
O -3.071 0.927 3.752 -0.2045
H 5.464 -1.458 0.708 0.0904
H -2.560 6.216 -2.540 0.0945
O 1.826 2.266 2.883 -0.1834
C 2.879 1.656 -0.817 -0.0573
H 0.466 0.598 -3.124 0.0769
H -2.847 -4.381 0.082 0.1067
H -2.509 0.872 -0.202 0.0792
C -1.659 5.776 -2.955 -0.0514
O -2.604 -3.193 -1.539 -0.1210
O 0.760 3.450 -3.733 -0.2234
H -1.410 -6.187 -0.679 0.1200
H -2.827 2.595 -0.003 0.0784
H -0.360 2.544 -0.521 0.0635
H -4.313 1.556 5.138 0.0988
H -0.883 3.986 0.351 0.0950
H 3.797 2.859 3.209 0.0996
H -5.163 -2.514 1.892 0.0946
O -3.767 1.476 1.409 -0.2002
C -2.678 -4.518 -0.995 -0.2175
C -0.541 0.817 -3.481 -0.1107
O -1.656 3.502 -4.871 -0.2147
C -1.360 -5.261 -1.260 -0.2450
O -1.211 -5.551 -2.644 -0.0537
H 3.387 -5.301 1.017 0.0991
H 0.927 -2.304 -0.082 -0.0504
H -1.792 2.411 -6.574 0.0920
H -0.860 -4.734 -3.013 0.0798
P 3.297 -2.300 2.328 0.4314
C -3.866 2.029 4.264 -0.0481
H -3.244 2.881 4.520 0.0951
H -4.068 1.492 -0.659 0.1001
H 3.514 0.805 -1.066 0.0970
H 3.254 2.548 -1.318 0.1053
O 2.036 -1.610 1.980 -0.3045
H -0.502 -4.650 -0.988 0.0895
C 3.041 -4.313 0.729 -0.0558
O 0.641 0.834 1.168 -0.2881
H 0.309 4.084 -0.954 0.0762
H 5.222 -3.735 3.453 0.0901
H -1.056 -0.114 -3.235 0.0892
H 1.983 -4.165 0.945 0.0748
H -6.223 -1.343 1.483 0.0987
O -1.141 1.973 -2.928 -0.2261
O -4.738 -0.507 2.563 -0.1775
C -0.025 3.495 -0.105 -0.0908
O -1.376 4.412 -2.589 -0.2392
H 5.029 0.156 1.244 0.0795
H 0.112 -2.577 -1.748 0.0137
O 3.888 -3.218 1.170 -0.2092
H -1.207 4.079 -6.792 0.0914
C -3.269 1.605 0.073 -0.0687
H 3.142 1.926 4.504 0.0962
H -4.637 2.327 3.556 0.0870
O 2.957 1.798 0.611 -0.2118
H 3.112 -4.235 -0.356 0.1024
B 0.178 -1.860 -0.856 -0.4091
Hg -0.114 -1.298 1.462 1.2083
O 4.471 -1.233 2.622 -0.2038
H 4.910 -2.996 5.012 0.0986
C 3.142 2.015 3.419 -0.0657
H 0.496 -0.786 -1.116 -0.0274
H -1.751 -2.757 -1.346 -0.0145
C -5.141 -1.467 1.572 -0.0703
H -0.783 6.327 -2.608 0.0960
C 4.488 -3.661 4.258 -0.0622
H -1.677 5.839 -4.043 0.0847
P -0.700 3.388 -3.578 0.3879
H -4.589 -1.433 0.636 0.0885
C -1.142 3.188 -6.170 -0.0976
O 1.041 3.390 0.853 -0.1714
H 3.510 1.072 3.016 0.0593
H 6.401 -0.843 1.925 0.0997
O 3.309 -3.085 3.694 -0.1944
H -0.588 0.854 -4.572 0.0857
H -3.528 -5.046 -1.421 0.1217
P -3.376 0.237 2.352 0.4188
H 4.319 -4.624 4.732 0.0986
P 1.558 1.959 1.340 0.4096
```

Calculated values
Charge: +1
Maximum force: 0.054 hartree/bohr
Gap between HOMO and LUMO: 7.79 eV



Record 2
Molecular formula: C16H20IN3Se4Zr
Method: DFT, ωB97M-V with the def2-TZVPD basis set

The geometry in XYZ format:
```
45
Properties=species:S:1:pos:R:3:lowdin_charge:R:1
H 3.154 8.155 8.139 0.1167
H 4.025 6.816 5.854 0.0882
H 9.377 8.526 9.311 0.0873
C 9.593 5.167 9.808 -0.1119
H 6.260 8.358 13.820 0.1049
H 10.394 7.483 8.362 -0.0013
H 3.668 6.471 8.062 0.0793
Se 6.513 5.425 5.492 0.0626
H 8.804 4.539 10.200 -0.0083
Se 9.890 6.827 5.794 0.0401
I 6.230 4.499 9.330 0.3069
Se 8.314 8.431 6.214 0.0935
H 4.381 7.441 9.265 0.0636
H 9.895 4.760 8.899 0.0214
C 6.593 8.419 11.731 -0.0268
C 6.932 10.490 9.183 -0.0254
C 5.974 11.527 7.240 -0.0835
C 6.736 11.623 8.421 -0.0703
H 8.006 6.521 14.129 0.1021
H 5.322 7.930 5.214 0.0405
C 6.835 7.939 13.013 -0.0786
C 6.402 9.256 8.764 -0.3064
H 5.831 9.167 11.572 0.1181
C 5.551 9.200 7.678 -0.2973
C 4.532 7.823 5.941 -0.1680
Se 8.567 4.830 6.314 -0.0098
C 7.173 7.879 10.625 -0.3080
C 5.340 10.339 6.899 -0.0386
C 8.227 6.936 10.810 -0.2580
H 3.689 8.552 5.816 0.1063
Zr 7.123 6.654 7.819 0.6716
C 4.035 7.481 8.256 -0.0899
N 5.064 7.896 7.298 -0.3174
H 7.549 10.498 10.084 0.1198
H 9.350 5.851 12.318 0.1107
N 6.782 8.032 9.332 -0.1660
H 10.699 7.520 10.146 0.0958
H 4.919 10.326 5.887 0.1157
H 5.828 12.382 6.608 0.0964
N 8.943 6.523 9.588 -0.2821
C 9.962 7.580 9.353 -0.0868
C 8.542 6.536 12.088 -0.0300
H 7.192 12.577 8.757 0.1171
C 7.767 6.959 13.174 -0.0887
H 10.458 5.303 10.477 0.0945
```

Calculated values
Energy relative to the best compared isomer or geometry (same formula, charge and spin): 26.9 kJ/mol
Maximum force: 0.048 hartree/bohr
Gap between HOMO and LUMO: 7.18 eV



Record 3
Molecular formula: C15H26BrCl2NO5
Method: DFT, ωB97M-V with the def2-TZVPD basis set

The geometry in XYZ format:
```
50
Properties=species:S:1:pos:R:3:lowdin_charge:R:1
H -1.366 -4.609 3.592 0.1128
H 3.320 0.451 -5.181 0.1223
C -1.681 5.329 1.777 -0.0637
O 1.351 -0.970 -5.607 0.1489
H 1.872 -1.807 -0.266 0.0758
H -0.416 -2.394 5.498 0.0840
C -2.411 5.444 0.455 -0.2368
C -2.445 2.576 0.076 -0.0030
Cl 3.073 3.373 -4.107 0.5993
H -1.695 2.164 0.748 0.0636
H -0.426 0.288 -3.954 0.1583
H -2.221 5.865 2.559 0.0809
C 2.506 1.699 -3.844 -1.1811
H 0.344 -2.181 0.409 0.0505
C -1.035 -3.597 3.827 -0.2371
H 0.846 2.169 -2.458 0.0600
O -1.255 3.103 -1.903 0.0871
H -2.493 6.492 0.171 0.1223
H 0.645 -1.806 -3.168 0.1294
C 1.093 1.654 -3.363 -0.2509
H 0.887 -2.975 -1.094 0.0895
C 0.855 -2.056 -0.525 -0.1472
O 1.870 -3.704 1.843 0.1077
H -2.891 1.763 -0.492 0.0907
H 0.601 2.261 -4.120 0.1222
H -1.849 -2.930 3.547 0.1225
H -0.792 -1.056 -1.469 0.1020
H -1.570 4.290 2.086 0.0683
H -3.244 3.032 0.657 0.0700
C 0.267 -0.928 -1.333 -0.6779
C 1.436 -0.061 -4.879 -0.4560
Cl 0.493 0.571 -0.363 0.6780
H 0.103 -4.068 5.612 0.0678
C -0.718 -3.422 5.298 -0.0643
H -1.592 -3.656 5.907 0.0816
O 0.066 -3.217 2.999 -0.0074
H -3.428 5.055 0.508 0.1119
H 0.288 -5.782 3.769 0.0696
C -1.773 3.512 -0.900 -0.5222
H -0.680 5.750 1.692 0.0843
C 0.601 0.237 -3.621 -0.1950
C 1.226 -5.359 3.417 0.0143
N 2.439 0.942 -5.047 0.0465
Br 3.852 0.965 -2.579 0.6889
C 0.962 -0.896 -2.674 -0.2101
C 1.076 -4.051 2.672 -0.5174
O -1.684 4.823 -0.607 0.0057
H 1.895 -5.208 4.263 0.0961
H 1.672 -6.084 2.741 0.0910
H 2.027 -0.989 -2.568 0.0661
```

Calculated values
Energy relative to the best compared isomer or geometry (same formula, charge and spin): 32.4 kJ/mol
Maximum force: 0.058 hartree/bohr
Gap between HOMO and LUMO: 10.23 eV



Record 4
Molecular formula: C33H29Cl3IrN6O6S3
Method: DFT, ωB97M-V with the def2-TZVPD basis set

The geometry in XYZ format:
```
81
Properties=species:S:1:pos:R:3:lowdin_charge:R:1
H 3.299 -0.547 -0.131 0.1015
C -1.149 4.191 2.225 -0.2694
C -0.311 -6.711 -4.598 -0.1293
H -0.087 -3.808 0.647 0.1196
C -0.829 6.941 2.430 -0.2742
H -1.824 -3.915 0.870 0.1428
C -1.168 4.792 3.479 -0.0538
C -1.005 -4.221 0.223 -0.1164
O 0.788 1.592 -1.610 -0.0448
S -0.042 -8.123 -0.143 0.9829
H 0.732 -2.796 -3.583 0.1266
C -1.304 -0.565 3.126 -0.6535
H -0.553 8.895 1.572 0.0709
C -0.271 -3.884 -2.019 -0.3154
H 0.265 8.663 3.118 0.0783
C 2.250 3.184 0.464 -0.0832
C 2.155 -1.641 -1.669 -0.0442
Cl -2.242 -8.038 -5.932 0.6557
H -0.668 6.901 0.292 0.1060
H 4.757 1.817 3.963 0.0781
C 0.085 -2.578 -2.734 -0.0551
Cl 1.795 -5.886 0.536 0.6693
H -0.117 0.389 4.621 0.0979
Ir 0.642 0.749 1.499 1.1285
O -1.050 2.050 0.751 -0.3819
H 4.094 0.403 4.601 0.0605
H -0.373 5.442 -3.561 0.0895
C 3.254 1.049 2.884 -0.8527
H 1.152 6.764 -2.077 0.0801
C 0.185 4.940 -2.776 -0.1233
H -0.825 -0.769 -0.756 0.1523
S -1.432 2.450 2.126 0.6108
C -1.670 -6.832 -4.817 -0.6648
N 1.165 -0.420 -0.107 -0.1425
C 2.375 -0.856 -0.584 -0.1154
H -2.374 -8.675 -0.611 0.0647
H -1.295 4.183 4.366 0.1153
C -0.902 0.681 3.923 -0.2144
C -0.820 6.318 1.192 -0.0289
C -2.578 -6.016 -4.164 -0.0926
H 0.394 -7.351 -5.107 0.1040
O -1.269 -3.621 -1.055 -0.0959
H 2.828 -2.156 -2.332 0.1148
O -2.010 -1.428 3.616 0.0302
C -0.977 4.940 1.078 -0.0339
H -3.049 -6.158 -0.320 0.1221
O -2.793 2.226 2.536 -0.2684
H -1.011 6.633 4.551 0.1103
C 1.697 5.039 -0.933 -0.1013
N 2.125 2.143 1.229 -0.1642
H 2.336 5.603 -0.260 0.1044
C 0.066 3.589 -2.632 -0.0343
C -1.006 6.159 3.575 -0.0458
H -3.637 -6.127 -4.350 0.1063
N -0.339 1.742 3.065 -0.3205
Cl 1.847 -5.610 -3.445 0.7227
C -0.640 8.429 2.553 -0.0582
H -0.953 4.459 0.110 0.1066
H -2.799 -4.443 -2.724 0.1287
C 0.213 -6.455 0.179 -0.9737
S 2.200 -0.337 2.752 0.6488
H 0.638 -4.247 -1.535 0.1023
N 0.787 -1.664 -1.860 -0.0443
C 1.033 5.698 -1.935 -0.1517
N 4.317 0.929 3.771 0.0342
N 3.154 2.128 2.207 -0.0072
C -0.747 -4.920 -3.014 -0.1840
H -0.824 -2.099 -3.102 0.1483
C 0.130 -5.748 -3.703 -0.5708
C 0.795 2.839 -1.626 -0.4162
H -1.766 1.022 4.492 0.1089
C 0.232 -0.932 -0.872 -0.1352
O -0.830 -0.613 1.911 -0.2172
H -0.566 3.006 -3.291 0.0984
C -2.045 -6.545 -0.215 -0.1389
C 1.555 3.653 -0.696 -0.1625
H -1.480 8.891 3.076 0.0766
C -2.107 -5.072 -3.268 -0.0090
C -0.926 -5.714 0.102 -0.3152
H 3.040 3.850 0.809 0.1133
C -1.721 -7.852 -0.374 -0.4079
```

Calculated values
Energy relative to the best compared isomer or geometry (same formula, charge and spin): 21.9 kJ/mol
Charge: -1
Maximum force: 0.009 hartree/bohr
Gap between HOMO and LUMO: 5.79 eV



Record 5
Molecular formula: C5H13N
Method: DFT, ωB97M-V with the def2-TZVPD basis set

The geometry in XYZ format:
```
19
Properties=species:S:1:pos:R:3:lowdin_charge:R:1
H -2.275 -1.187 -1.328 0.0747
H -1.720 0.621 1.027 0.0613
H 0.161 0.403 1.976 0.0852
H 2.565 1.343 1.744 0.0695
H -2.233 1.370 -0.412 0.0705
H 1.573 1.500 0.296 0.0739
H -1.755 -0.064 -2.549 0.0708
N -1.470 0.988 0.128 0.0427
H 2.780 0.323 0.308 0.0678
H 1.055 -1.166 -0.496 0.1111
C -1.386 -0.695 -1.732 -0.0843
C 0.262 -0.804 0.162 -0.1846
C 2.056 0.774 0.970 -0.1123
H 1.133 -0.936 2.103 0.1020
C 0.922 -0.113 1.401 -0.2664
H -0.240 -1.692 0.534 0.1053
H -0.861 -1.509 -2.243 0.0746
C -0.640 0.105 -0.676 -0.4819
H 0.075 0.738 -1.214 0.1199
```

Calculated values
Energy relative to the best compared isomer or geometry (same formula, charge and spin): 49.2 kJ/mol
Maximum force: 0.035 hartree/bohr
Gap between HOMO and LUMO: 10.20 eV



Record 6
Molecular formula: C2HF3O
Method: DFT, ωB97M-V with the def2-TZVPD basis set

The geometry in XYZ format:
```
7
Properties=species:S:1:pos:R:3:lowdin_charge:R:1
F 1.387 -0.579 -0.559 0.1365
C 0.504 0.300 -0.051 -0.6485
F 1.141 0.728 1.019 0.1624
C -0.840 -0.435 0.137 -0.0849
O -1.170 -1.343 -0.593 0.1311
H -1.420 -0.010 0.868 0.1060
F 0.399 1.339 -0.821 0.1974
```

Calculated values
Energy relative to the best compared isomer or geometry (same formula, charge and spin): 32.0 kJ/mol
Maximum force: 0.061 hartree/bohr
Gap between HOMO and LUMO: 11.16 eV